2 unconnected molecules or ions with the total composition H6NS2. Source: OMol25; level of theory: wB97M-V/def2-TZVPD.

Last column: Löwdin charge in e.
Atoms and positions in Å:
N  -1.0340  0.7978  0.9050  0.29
H  -1.9663  0.3858  0.8834  0.16
H  -0.7382  0.9972  1.8555  0.15
H  -0.3261  0.1303  0.4894  0.00
H  -1.0251  1.6535  0.3509  0.15
S  0.8449  -1.7194  -1.9042  0.31
S  1.4192  -1.1722  0.0163  0.29
H  0.2702  -0.5732  -2.3076  -0.20
H  2.5554  -0.4998  -0.2887  -0.15

Forces on atoms 1 to 3 (eV/Å):
N 0.3339 -0.3176 -0.5596
H -0.0549 -0.0113 0.1187
H -0.0983 0.0875 0.2734

Its net charge is +1. The calculation puts the HOMO-LUMO gap at 9.485 eV. The calculation puts the total energy at -23251.1114 eV. The calculation puts the HOMO energy at -0.5012 Eh. The molar mass is 84.2 g mol⁻¹.